Record 1
The following is a DFT calculation (ωB97M-V with the def2-TZVPD basis set) of a structure of composition C49H45ClN10O6Tl at a distorted geometry.

The geometry in XYZ format:
```
112
Properties=species:S:1:pos:R:3
Tl -14.204 14.086 6.944
C -16.277 14.108 11.937
C -17.208 15.065 12.202
C -17.565 15.986 11.229
C -16.780 16.079 10.062
N -15.812 15.167 9.838
C -15.597 14.193 10.728
N -17.004 17.151 9.312
C -16.711 17.392 8.041
N -15.993 16.598 7.196
C -16.149 17.074 5.915
N -15.692 16.502 4.822
C -16.350 16.383 3.668
C -15.573 16.242 2.453
C -16.256 15.948 1.267
C -17.619 15.741 1.313
C -18.305 15.928 2.478
N -17.686 16.303 3.565
C -17.000 18.316 5.938
C -17.453 19.208 4.970
C -17.940 20.417 5.433
C -18.319 20.631 6.747
C -17.982 19.659 7.690
C -17.282 18.543 7.302
H -16.026 13.446 12.752
H -17.775 15.052 13.154
H -18.393 16.665 11.341
H -14.933 13.386 10.426
H -14.470 16.340 2.526
H -15.726 15.923 0.288
H -18.218 15.420 0.440
H -19.384 15.727 2.585
H -17.504 18.934 3.892
H -17.996 21.254 4.707
H -18.738 21.576 7.028
H -18.230 19.834 8.741
O -11.732 15.455 1.215
C -11.958 14.167 1.110
C -11.943 13.517 -0.119
C -11.862 12.119 -0.211
C -12.023 11.326 0.888
C -12.314 11.956 2.106
C -12.293 13.341 2.254
C -12.552 13.888 3.606
O -13.002 13.251 4.573
N -12.334 15.214 3.622
N -11.992 15.626 4.814
C -11.590 16.936 4.803
C -11.395 17.675 5.985
C -10.996 19.027 5.815
C -10.745 19.828 6.902
C -10.813 19.236 8.221
C -11.211 17.938 8.393
C -11.717 17.137 7.306
O -12.339 16.083 7.476
H -11.907 15.681 2.249
H -11.883 14.141 -0.973
H -11.676 11.708 -1.204
H -11.935 10.214 0.843
H -12.489 11.388 3.022
H -11.402 17.455 3.870
H -10.947 19.451 4.818
H -10.606 20.906 6.801
H -10.532 19.910 9.014
H -11.094 17.450 9.373
O -11.341 11.995 8.313
C -12.264 12.187 9.102
O -13.345 12.765 8.900
H -12.130 11.851 10.193
C -18.476 6.692 9.855
C -18.184 8.193 9.570
C -18.696 8.898 10.878
C -16.661 8.387 9.551
C -18.814 8.635 8.125
O -18.070 7.911 7.144
C -20.289 8.090 7.914
C -21.520 8.677 8.621
C -21.933 10.113 8.343
C -22.114 11.096 9.304
C -22.712 12.267 8.988
C -23.053 12.511 7.672
Cl -23.884 13.950 7.258
C -22.740 11.601 6.675
C -22.165 10.408 6.998
C -18.778 10.134 7.756
N -17.610 10.740 7.139
C -17.326 12.039 6.851
N -16.134 12.152 6.273
C -15.697 10.841 6.212
N -16.563 9.961 6.746
H -18.025 6.394 10.830
H -18.003 6.052 9.103
H -19.505 6.400 9.968
H -18.085 8.527 11.713
H -19.780 8.773 10.996
H -18.436 9.984 10.760
H -16.327 8.171 10.570
H -16.298 9.422 9.373
H -16.183 7.665 8.821
H -17.401 8.503 6.757
H -20.262 6.987 8.038
H -20.456 8.129 6.812
H -21.478 8.488 9.708
H -22.364 8.012 8.286
H -21.626 11.093 10.285
H -22.774 13.106 9.703
H -23.045 11.829 5.652
H -21.810 9.758 6.215
H -19.022 10.789 8.621
H -19.613 10.291 7.057
H -18.020 12.834 7.155
H -14.794 10.541 5.696
```

E_LUMO	-1.07	eV
net charge	-1
Kohn-Sham gap	3.50	eV
molar mass	1109.80	g/mol
HOMO	-4.57	eV

Atomic partial charges in e from the Mulliken method, atoms 1 to 2: Tl 0.95; C -0.93

=====

Record 2
The following is a DFT calculation (ωB97M-V with the def2-TZVPD basis set) of a structure of composition C49H45CsIN13O5S2.

The geometry in XYZ format:
```
116
Properties=species:S:1:pos:R:3
Cs 0.221 -0.184 -0.233
C -5.464 1.129 -4.195
C -5.433 0.529 -2.822
N -6.465 -0.171 -2.405
C -6.425 -0.721 -1.179
C -5.347 -0.590 -0.327
C -5.355 -1.267 1.018
O -5.310 -0.353 2.117
C -4.261 0.186 -0.743
C -3.065 0.347 0.125
N -2.571 1.389 0.665
C -3.191 2.653 0.549
C -4.581 2.818 0.584
C -5.152 4.074 0.503
C -4.353 5.202 0.394
C -2.975 5.068 0.413
C -2.407 3.807 0.516
I -0.317 3.717 0.695
C -4.250 0.776 -2.032
O -3.277 1.447 -2.500
H -6.395 0.861 -4.693
H -4.607 0.785 -4.779
H -5.375 2.218 -4.143
H -7.296 -1.297 -0.881
H -4.527 -1.982 1.085
H -6.282 -1.828 1.130
H -4.415 -0.001 2.193
H -2.505 -0.578 0.315
H -5.207 1.945 0.689
H -6.231 4.167 0.525
H -4.796 6.187 0.317
H -2.338 5.940 0.368
C 4.422 -1.222 2.573
C 5.420 -0.279 2.413
C 5.376 0.562 1.311
C 4.327 0.423 0.404
N 3.344 -0.456 0.581
C 3.400 -1.264 1.633
C 4.267 1.256 -0.840
C 5.435 1.795 -1.380
C 5.346 2.560 -2.527
C 4.108 2.753 -3.110
C 2.992 2.153 -2.527
N 3.077 1.430 -1.412
C 1.630 2.338 -3.129
C 1.481 2.662 -4.473
C 0.205 2.900 -4.968
C -0.869 2.810 -4.104
C -0.623 2.454 -2.782
N 0.590 2.202 -2.304
H 4.418 -1.896 3.418
H 6.213 -0.187 3.145
H 6.130 1.322 1.167
H 2.580 -1.968 1.725
H 6.391 1.601 -0.917
H 6.233 3.002 -2.963
H 4.000 3.370 -3.990
H 2.344 2.708 -5.124
H 0.063 3.136 -6.016
H -1.891 2.958 -4.421
H -1.467 2.328 -2.115
S 1.184 -3.806 -0.164
C -0.232 -3.999 0.836
C -0.603 -5.267 1.339
C -1.696 -5.401 2.157
C -2.442 -4.268 2.496
C -2.026 -3.067 1.959
N -0.978 -2.917 1.150
H 0.008 -6.115 1.063
H -1.974 -6.376 2.543
H -3.302 -4.318 3.149
H -2.562 -2.152 2.206
O 4.024 -1.590 9.294
S 5.176 -0.730 9.473
O 5.029 0.285 10.502
O 6.459 -1.413 9.472
C 5.254 0.261 7.941
N 6.330 1.037 7.801
C 6.394 1.749 6.688
C 5.413 1.720 5.712
C 4.315 0.909 5.966
N 4.249 0.177 7.079
C 3.176 0.770 5.020
C 2.256 -0.264 5.180
C 1.244 -0.410 4.242
N 1.097 0.392 3.187
C 1.962 1.391 3.058
C 3.006 1.622 3.934
H 7.276 2.372 6.566
H 5.517 2.300 4.805
H 2.359 -0.929 6.027
H 0.524 -1.216 4.328
H 1.812 2.039 2.201
H 3.664 2.462 3.757
C -1.430 -2.465 -2.643
N -0.411 -1.555 -3.177
C -1.019 -0.728 -4.218
N -1.561 -1.543 -5.314
C -2.556 -2.455 -4.734
N -1.990 -3.320 -3.700
C -0.886 -4.083 -4.284
N 0.158 -3.217 -4.851
C 0.659 -2.364 -3.760
C -0.469 -2.354 -5.854
H -2.243 -1.876 -2.207
H -0.976 -3.093 -1.873
H -0.258 -0.053 -4.621
H -1.821 -0.127 -3.779
H -2.967 -3.080 -5.533
H -3.363 -1.862 -4.297
H -1.280 -4.724 -5.079
H -0.439 -4.707 -3.508
H 1.430 -1.703 -4.166
H 1.089 -2.992 -2.978
H -0.862 -2.981 -6.660
H 0.292 -1.687 -6.268
```

E_LUMO	2.89	eV
net charge	-2
Kohn-Sham gap	5.87	eV
molar mass	1219.93	g/mol
HOMO	-2.98	eV

Atomic partial charges in e from the Mulliken method, atoms 1 to 2: Cs 0.71; C -1.11